[1]
A 2-piece molecular cluster, C2H2FOP overall, computed with ωB97M-V/def2-TZVPD.

## Properties
ΔE to the lowest compared entry with this formula, charge and spin   90.3 kcal/mol

The geometry in XYZ format:
```
7
C2H2FOP (ωB97M-V/def2-TZVPD)
C 0.144 -0.272 0.104
C -1.145 0.193 -0.333
O -1.905 0.791 0.359
F -1.504 -0.145 -1.666
P 1.440 -1.193 -0.342
H 0.647 1.057 1.340
H 2.324 -0.431 0.537
```

[2]
An isolated molecule of C2H6FNO3S2, computed with ωB97M-V/def2-TZVPD.

## Properties
SMILES   CCON(S)S(=O)(=O)F

The geometry in XYZ format:
```
15
C2H6FNO3S2 (ωB97M-V/def2-TZVPD)
C 2.330 -0.360 -0.337
C 1.137 -0.027 0.543
O 0.049 0.303 -0.356
N -1.120 0.500 0.383
S -1.712 2.146 0.214
S -2.172 -0.761 -0.056
O -2.132 -1.041 -1.443
O -2.049 -1.773 0.926
F -3.512 -0.021 0.239
H 3.055 0.451 -0.366
H 1.993 -0.563 -1.353
H 2.840 -1.249 0.033
H 0.824 -0.866 1.164
H 1.317 0.838 1.184
H -0.848 2.422 -0.774
```

[3]
C27H21F10N5O4SSn as an isolated structure, computed with ωB97M-V/def2-TZVPD.

## Properties
Net charge   -2
ΔE to the lowest compared entry with this formula, charge and spin   30.9 kcal/mol

The geometry in XYZ format:
```
69
C27H21F10N5O4SSn (ωB97M-V/def2-TZVPD)
Sn -0.433 0.346 -1.185
O 2.952 -1.838 -3.710
C 1.943 -1.534 -2.813
O 2.403 -0.627 -1.934
C 0.712 -2.044 -2.997
C 0.513 -2.981 -4.102
C -0.601 -3.716 -4.183
C -1.631 -3.552 -3.188
C -1.497 -2.519 -2.294
N -0.434 -1.689 -2.214
C -2.630 -2.251 -1.336
O -3.835 -2.767 -1.702
O -2.531 -1.634 -0.318
H 3.435 -1.010 -3.823
H 1.307 -3.076 -4.829
H -0.734 -4.430 -4.989
H -2.443 -4.264 -3.135
H -3.733 -3.087 -2.609
F -6.452 0.554 5.410
C -5.258 0.345 4.817
C -5.100 0.520 3.455
F -6.157 0.913 2.718
C -3.872 0.302 2.852
F -3.821 0.484 1.531
C -2.709 -0.070 3.565
S -1.169 -0.267 2.826
C -2.936 -0.249 4.943
F -1.925 -0.619 5.744
C -4.158 -0.051 5.554
F -4.292 -0.231 6.884
N -3.866 4.083 2.255
C -2.633 3.772 1.738
N -1.907 2.877 2.400
N -2.252 4.455 0.665
C -1.062 4.030 0.230
N -0.052 3.513 -0.010
H -4.330 3.352 2.771
H -4.451 4.570 1.597
H -2.365 2.241 3.034
H -1.075 2.484 1.976
F 1.415 0.903 -4.000
C 0.290 1.287 -3.275
F 0.498 2.639 -3.025
C -0.819 1.266 -4.330
F -0.550 2.026 -5.422
F -1.979 1.728 -3.827
F -1.041 0.021 -4.779
C 1.846 0.916 1.405
C 2.616 0.472 0.162
C 3.049 1.738 -0.590
C 1.674 -0.378 -0.715
C 3.833 -0.378 0.548
C 3.927 -1.004 1.792
C 4.999 -1.827 2.114
C 6.014 -2.050 1.197
C 5.941 -1.436 -0.045
C 4.870 -0.612 -0.361
H 1.059 1.613 1.125
H 2.512 1.427 2.107
H 1.375 0.083 1.927
H 2.168 2.320 -0.867
H 3.598 1.516 -1.503
H 3.675 2.360 0.057
H 1.535 -1.353 -0.227
H 3.145 -0.860 2.525
H 5.032 -2.298 3.090
H 6.848 -2.698 1.444
H 6.718 -1.604 -0.782
H 4.829 -0.154 -1.338
```

[4]
C73H73F10KN6P2Sb2Se2 as an isolated structure, computed with ωB97M-V/def2-TZVPD.

## Properties
Net charge   -2
ΔE to the lowest compared entry with this formula, charge and spin   0.0 kcal/mol

The geometry in XYZ format:
```
169
C73H73F10KN6P2Sb2Se2 (ωB97M-V/def2-TZVPD)
K 0.264 -1.198 1.243
C 3.456 -0.113 2.555
N 2.451 -1.144 2.722
C 2.970 -2.454 2.319
C 3.127 -2.639 0.800
N 1.898 -2.825 0.055
C 1.347 -4.041 -0.011
C 0.278 -4.266 -0.938
F -0.094 -3.243 -1.736
C -0.371 -5.461 -1.111
F -1.338 -5.571 -2.027
C -0.016 -6.583 -0.381
F -0.645 -7.764 -0.558
C 1.017 -6.447 0.511
F 1.407 -7.514 1.230
C 1.675 -5.243 0.680
F 2.688 -5.259 1.594
C 1.956 -1.167 4.102
C 0.492 -1.587 4.227
N -0.353 -0.529 3.696
C -1.675 -0.598 3.872
C -2.468 -1.615 4.490
F -1.892 -2.761 4.932
C -3.836 -1.529 4.666
F -4.485 -2.536 5.275
C -4.562 -0.442 4.233
F -5.897 -0.359 4.425
C -3.862 0.568 3.601
F -4.523 1.654 3.171
C -2.503 0.482 3.424
F -1.914 1.523 2.797
H 4.352 -0.289 3.181
H 3.027 0.854 2.816
H 3.783 -0.056 1.522
H 2.283 -3.218 2.687
H 3.946 -2.635 2.812
H 3.840 -3.458 0.636
H 3.605 -1.746 0.380
H 2.017 -0.154 4.508
H 2.582 -1.825 4.728
H 0.303 -1.770 5.292
H 0.330 -2.552 3.715
Se -5.698 -1.169 -3.488
P -4.971 -2.676 -2.193
C -6.235 -3.207 -0.982
C -7.402 -2.466 -0.838
C -8.351 -2.834 0.112
C -8.136 -3.948 0.911
C -6.973 -4.695 0.764
C -6.019 -4.327 -0.173
C -4.554 -4.156 -3.153
C -3.321 -4.191 -3.799
C -2.996 -5.259 -4.619
C -3.904 -6.294 -4.805
C -5.141 -6.255 -4.173
C -5.468 -5.185 -3.348
C -3.531 -2.332 -1.187
C -2.711 -1.240 -0.872
N -1.925 -1.634 0.151
N -2.219 -2.892 0.443
N -3.173 -3.341 -0.355
P -2.557 0.468 -1.373
Se -0.723 1.421 -0.909
C -2.718 0.499 -3.177
C -3.411 1.505 -3.835
C -3.384 1.567 -5.222
C -2.659 0.630 -5.948
C -1.958 -0.371 -5.286
C -1.983 -0.433 -3.902
C -3.973 1.355 -0.649
C -3.897 2.739 -0.492
C -4.956 3.439 0.072
C -6.093 2.759 0.490
C -6.169 1.381 0.349
C -5.113 0.680 -0.216
H -7.557 -1.604 -1.478
H -9.255 -2.248 0.227
H -8.869 -4.230 1.659
H -6.802 -5.561 1.393
H -5.092 -4.879 -0.261
H -2.612 -3.386 -3.642
H -2.025 -5.293 -5.099
H -3.642 -7.140 -5.432
H -5.852 -7.060 -4.317
H -6.435 -5.151 -2.862
H -3.997 2.219 -3.268
H -3.937 2.344 -5.738
H -2.640 0.679 -7.031
H -1.392 -1.103 -5.851
H -1.438 -1.210 -3.374
H -2.995 3.256 -0.800
H -4.881 4.513 0.206
H -6.913 3.303 0.946
H -7.043 0.843 0.694
H -5.170 -0.395 -0.298
C 0.221 4.851 5.517
C -0.312 3.603 4.818
C -0.491 2.441 5.806
Sb 0.833 2.880 3.100
C 2.723 3.869 3.621
C 3.653 3.887 2.410
C 3.377 3.165 4.817
C 0.225 4.426 1.657
C 0.728 5.847 1.904
C -1.301 4.400 1.506
H -0.470 5.162 6.313
H 0.345 5.696 4.837
H 1.191 4.661 5.988
H -1.290 3.830 4.382
H 0.452 2.217 6.322
H -0.814 1.522 5.307
H -1.234 2.693 6.575
H 2.488 4.899 3.903
H 4.008 2.880 2.163
H 4.545 4.503 2.598
H 3.156 4.286 1.521
H 3.702 2.154 4.548
H 2.695 3.072 5.668
H 4.267 3.712 5.162
H 0.656 4.052 0.724
H 0.271 6.275 2.801
H 0.447 6.495 1.061
H 1.814 5.905 2.017
H -1.801 4.731 2.424
H -1.667 3.397 1.266
H -1.616 5.075 0.696
C 1.585 -0.945 -3.101
C 3.018 -1.363 -3.323
C 3.316 -2.406 -4.198
C 4.623 -2.834 -4.398
C 5.662 -2.216 -3.719
C 5.383 -1.170 -2.844
C 4.074 -0.733 -2.644
Sb 3.549 0.920 -1.362
C 3.789 2.358 -2.987
C 4.798 2.143 -3.929
C 4.992 3.011 -4.995
C 4.162 4.115 -5.135
C 3.163 4.345 -4.200
C 2.962 3.484 -3.118
C 1.869 3.810 -2.130
C 5.512 1.227 -0.486
C 6.113 0.099 0.084
C 7.297 0.184 0.805
C 7.901 1.422 0.972
C 7.308 2.552 0.426
C 6.115 2.481 -0.295
C 5.521 3.765 -0.832
H 0.910 -1.506 -3.749
H 1.435 0.122 -3.308
H 1.287 -1.136 -2.064
H 2.503 -2.898 -4.721
H 4.825 -3.654 -5.077
H 6.686 -2.543 -3.864
H 6.203 -0.688 -2.327
H 5.449 1.282 -3.830
H 5.783 2.823 -5.712
H 4.294 4.799 -5.966
H 2.521 5.214 -4.303
H 1.644 4.879 -2.134
H 2.137 3.523 -1.110
H 0.948 3.275 -2.369
H 5.645 -0.875 -0.028
H 7.732 -0.707 1.241
H 8.822 1.511 1.538
H 7.770 3.523 0.576
H 5.932 4.626 -0.302
H 4.436 3.787 -0.716
H 5.731 3.884 -1.898
```

The following E values (in Eh) correspond, in order, to the records above: -593.695097; -1256.412338; -3227.421508; -10718.777408.